1.
29
Properties=species:S:1:pos:R:3 method="wB97M-V/def2-TZVPD" charge=+1 orbital_gap_ev=9.61
H -0.80 -4.38 -2.48
O -0.59 4.19 -1.06
F -0.80 -0.89 0.51
H -2.35 2.57 0.08
C 0.59 -0.87 0.45
H -1.58 1.19 0.86
H 1.76 -2.61 -0.24
H 0.77 -3.62 -2.16
O 0.87 4.58 0.61
N 0.23 -3.31 1.16
H 0.74 -3.89 1.83
H 1.72 5.49 -1.05
H 1.99 -2.18 1.45
H 0.85 -0.53 -0.57
C -0.09 3.90 -0.01
C 1.21 -2.29 0.67
H -0.81 -2.71 -1.89
H -2.41 -3.71 0.17
C -1.42 2.01 0.18
P -0.40 -4.46 -0.10
C -0.28 -3.68 -1.79
O -2.05 -4.60 0.29
H 1.01 -0.17 1.20
O -0.39 2.83 0.74
H -0.56 -2.90 1.69
H 0.48 6.46 -0.19
H 2.08 6.22 0.52
H -1.11 1.61 -0.79
C 1.30 5.75 -0.08

2.
30
Properties=species:S:1:pos:R:3 method="wB97M-V/def2-TZVPD" relative_energy_kcal_mol=76.9 orbital_gap_ev=11.29 smiles=O.O.O.O.O.O.O.O.O.O
H -14.21 -14.43 -0.60
H -15.62 -16.05 5.64
O -17.60 -13.47 -2.52
H -18.86 -16.85 0.92
H -20.15 -16.53 5.63
H -18.21 -20.89 0.30
O -18.33 -20.04 0.72
O -15.76 -16.05 6.59
H -17.81 -15.97 1.58
H -14.34 -15.65 0.29
H -12.99 -16.88 3.79
H -22.79 -14.56 4.33
H -22.67 -15.32 3.03
H -21.73 -15.29 -0.73
H -20.13 -16.93 7.09
H -16.97 -13.88 -1.92
H -16.62 -16.33 -4.20
H -16.37 -16.78 -2.77
O -22.67 -15.44 3.98
O -14.79 -15.16 -0.41
H -18.78 -20.25 1.54
H -21.02 -14.27 0.13
H -12.93 -15.64 2.92
O -13.43 -16.45 3.06
O -16.35 -17.09 -3.68
H -16.71 -16.01 6.70
O -18.76 -16.10 1.51
O -21.74 -14.36 -0.49
H -17.38 -12.53 -2.49
O -19.56 -16.65 6.37

3.
12
Properties=species:S:1:pos:R:3 method="wB97M-V/def2-TZVPD" relative_energy_kcal_mol=24.1 orbital_gap_ev=11.61 smiles=FC[C@@]1(Cl)CC1(F)F
C -0.38 1.12 -0.40
F 2.00 0.46 -0.27
C -0.10 -0.91 1.09
C -0.31 -0.32 -0.26
F 0.34 0.07 1.97
H -1.14 -1.25 1.48
H 0.58 -1.79 1.21
H -1.04 1.64 -1.18
H -0.42 1.70 0.53
Cl -1.42 -1.38 -1.12
F 1.09 0.29 -2.18
C 0.82 0.37 -0.87

4.
13
Properties=species:S:1:pos:R:3 method="wB97M-V/def2-TZVPD" relative_energy_kcal_mol=57.1 orbital_gap_ev=9.56 smiles="[H]/N=C/N(S)/C(N)=N/[H]"
N -0.80 1.45 -0.27
H -0.27 -2.47 -0.58
N -1.89 -1.17 0.03
N 1.65 1.52 -0.14
H 2.54 -0.94 1.15
N 0.50 -0.43 -0.16
H 1.46 2.48 -0.05
H -0.91 2.35 0.40
H -2.50 -2.05 -0.12
S 2.08 -1.19 -0.15
C -0.66 -1.36 -0.16
H -1.62 0.83 0.12
C 0.42 0.99 -0.07

5.
16
Properties=species:S:1:pos:R:3 method="wB97M-V/def2-TZVPD" charge=+1 relative_energy_kcal_mol=109.0 orbital_gap_ev="8.43 / 8.43" smiles="C[C@H]1C#C[N+]2=C(C1)C2"
C 2.57 -0.38 0.93
H -1.39 0.62 -1.04
C 0.32 -0.62 -0.66
C 1.64 -0.49 -0.20
C 1.47 1.69 -0.23
N 2.28 0.67 0.00
H 0.32 -0.67 -1.87
H 3.63 -0.80 0.80
C 0.25 1.85 -0.44
H -1.83 -0.14 1.29
H -0.32 -1.42 -0.27
H -0.36 1.04 1.78
H -2.02 1.51 1.09
C -1.21 0.74 1.15
H 2.24 -0.34 1.86
C -0.64 0.74 -0.30

6.
16
Properties=species:S:1:pos:R:3 method="wB97M-V/def2-TZVPD" relative_energy_kcal_mol=47.9 orbital_gap_ev=9.37
H -1.65 0.66 2.10
H -0.42 -1.45 0.15
C 1.41 -0.54 -0.76
Cl 2.08 1.50 -2.48
C 0.27 -0.68 0.34
H -2.76 2.71 0.53
N -0.54 0.47 0.26
C -0.45 1.33 -0.77
C 0.98 0.36 -1.87
C -1.95 2.14 0.37
H 1.69 -1.54 -1.05
H 0.34 -0.01 -2.59
C -1.49 1.04 1.06
N -1.19 2.40 -0.74
H 2.45 0.00 -0.37
H 0.81 -0.75 1.40

| no. | DFT total energy (Eh) |
| --- | --- |
| 1 | -1034.89090 |
| 2 | -764.35941 |
| 3 | -914.55082 |
| 4 | -696.93503 |
| 5 | -325.73659 |
| 6 | -802.42568 |